# 1
{"formula": "C22H52BaF6N3O27P4", "method": "wB97M-V/def2-TZVPD", "elements": ["Ba", "N", "O", "O", "O", "C", "N", "O", "O", "H", "H", "H", "C", "N", "O", "O", "H", "H", "H", "C", "O", "P", "O", "O", "C", "O", "C", "H", "H", "H", "H", "H", "H", "H", "H", "H", "C", "O", "P", "O", "O", "C", "O", "C", "H", "H", "H", "H", "H", "H", "H", "H", "H", "C", "O", "P", "O", "O", "C", "O", "C", "H", "H", "H", "H", "H", "H", "H", "H", "H", "C", "O", "P", "O", "O", "C", "O", "C", "H", "H", "H", "H", "H", "H", "H", "H", "H", "C", "C", "O", "C", "O", "C", "F", "F", "F", "H", "H", "H", "H", "H", "C", "C", "O", "C", "O", "C", "F", "F", "F", "H", "H", "H", "H", "H"], "xyz": [[-24.455, -17.749, -6.964], [-19.794, -21.280, -5.621], [-20.519, -22.195, -5.844], [-18.664, -21.438, -5.235], [-20.283, -20.178, -5.736], [-17.295, -27.636, -5.486], [-16.552, -28.616, -6.304], [-15.322, -28.600, -6.258], [-17.245, -29.409, -6.943], [-18.208, -28.152, -5.188], [-17.310, -26.684, -6.017], [-16.634, -27.473, -4.635], [-16.104, -23.652, -0.043], [-15.548, -23.205, 1.319], [-16.125, -22.281, 1.914], [-14.688, -23.838, 1.874], [-17.053, -24.131, 0.199], [-15.353, -24.326, -0.454], [-16.181, -22.651, -0.468], [-22.424, -24.250, -11.880], [-23.800, -24.177, -12.237], [-24.593, -22.747, -12.416], [-24.516, -21.796, -11.276], [-24.045, -22.283, -13.937], [-23.499, -23.237, -14.884], [-26.071, -23.382, -12.787], [-27.051, -22.460, -13.183], [-21.995, -23.319, -11.510], [-21.833, -24.668, -12.695], [-22.299, -25.066, -11.168], [-23.521, -24.274, -14.549], [-22.478, -23.016, -15.198], [-24.079, -23.027, -15.782], [-27.077, -22.562, -14.268], [-26.806, -21.434, -12.906], [-28.067, -22.678, -12.855], [-27.202, -22.037, 0.798], [-26.839, -21.490, -0.457], [-25.633, -20.348, -0.504], [-25.303, -19.820, -1.876], [-26.110, -19.216, 0.554], [-25.596, -17.921, 0.463], [-24.315, -21.065, 0.206], [-23.041, -20.662, 0.059], [-26.952, -21.343, 1.600], [-26.677, -22.974, 0.988], [-28.237, -22.353, 0.931], [-24.909, -17.879, 1.308], [-26.347, -17.166, 0.697], [-25.086, -17.559, -0.430], [-22.371, -21.521, 0.026], [-22.778, -20.158, 0.990], [-22.810, -20.019, -0.790], [-16.354, -14.494, -9.887], [-17.643, -14.736, -9.284], [-18.889, -15.156, -10.277], [-20.181, -15.505, -9.649], [-18.986, -13.870, -11.267], [-19.912, -12.828, -11.178], [-18.308, -16.334, -11.211], [-17.946, -17.583, -10.723], [-16.409, -14.209, -10.938], [-15.635, -15.313, -9.879], [-15.907, -13.635, -9.385], [-20.089, -12.386, -12.158], [-19.552, -12.118, -10.434], [-20.898, -13.155, -10.848], [-18.095, -17.605, -9.643], [-16.913, -17.742, -11.032], [-18.616, -18.385, -11.036], [-20.158, -11.990, -4.674], [-19.760, -12.644, -3.498], [-20.758, -13.640, -2.689], [-21.533, -14.569, -3.529], [-19.752, -14.313, -1.599], [-18.925, -15.355, -1.937], [-21.622, -12.579, -1.792], [-22.846, -12.066, -2.300], [-20.501, -10.985, -4.430], [-21.042, -12.507, -5.049], [-19.337, -11.932, -5.389], [-17.915, -15.039, -1.679], [-18.988, -15.564, -3.005], [-18.995, -16.261, -1.335], [-22.637, -10.999, -2.384], [-23.666, -12.344, -1.638], [-23.019, -12.417, -3.318], [-25.544, -26.771, -5.884], [-26.015, -26.158, -4.592], [-25.738, -26.956, -3.443], [-26.755, -27.644, -2.837], [-27.948, -27.586, -3.156], [-26.084, -28.513, -1.739], [-24.804, -28.126, -1.489], [-26.696, -28.379, -0.576], [-26.193, -29.807, -2.147], [-24.591, -27.282, -5.748], [-25.391, -25.930, -6.560], [-26.312, -27.418, -6.307], [-27.018, -25.752, -4.724], [-25.391, -25.268, -4.518], [-11.267, -22.671, -13.703], [-10.677, -22.487, -12.308], [-11.657, -22.631, -11.318], [-11.460, -22.329, -10.034], [-10.441, -21.811, -9.531], [-12.730, -22.433, -9.211], [-13.351, -21.243, -9.202], [-13.539, -23.311, -9.864], [-12.427, -22.805, -7.972], [-12.152, -22.067, -13.903], [-11.585, -23.696, -13.896], [-10.450, -22.462, -14.395], [-10.228, -21.501, -12.186], [-9.919, -23.248, -12.121]], "spin_multiplicity": 1, "homo_energy_ev": -9.0, "homo_lumo_gap_ev": 2.501, "charge": 1, "e_above_lowest_kj_mol": 1053.32, "fmax_ev_per_a": 5.7}

=====

# 2
{"formula": "C22H52CrN5O7P", "method": "wB97M-V/def2-TZVPD", "elements": ["Cr", "O", "P", "N", "C", "C", "N", "C", "C", "N", "C", "C", "H", "H", "H", "H", "H", "H", "H", "H", "H", "H", "H", "H", "H", "H", "H", "H", "H", "H", "O", "C", "O", "C", "C", "C", "H", "H", "H", "H", "H", "H", "O", "C", "O", "C", "C", "C", "H", "H", "H", "H", "H", "H", "C", "C", "C", "O", "C", "N", "H", "H", "H", "H", "H", "H", "H", "H", "H", "H", "H", "C", "C", "C", "O", "C", "N", "H", "H", "H", "H", "H", "H", "H", "H", "H", "H", "H"], "xyz": [[0.712, -0.336, 0.008], [-1.077, 0.649, 0.772], [-2.329, 1.368, 1.184], [-2.537, 1.464, 2.890], [-3.826, 1.749, 3.558], [-1.352, 1.674, 3.740], [-3.809, 0.696, 0.552], [-4.302, 1.070, -0.843], [-4.152, -0.712, 0.910], [-2.329, 3.011, 0.630], [-3.475, 3.914, 0.733], [-1.075, 3.610, 0.308], [-4.672, 1.090, 3.367], [-4.158, 2.756, 3.303], [-3.729, 1.827, 4.641], [-1.301, 1.039, 4.625], [-1.323, 2.703, 4.100], [-0.394, 1.560, 3.232], [-3.796, 1.988, -1.143], [-3.978, 0.346, -1.591], [-5.376, 1.253, -0.875], [-5.240, -0.744, 0.983], [-3.849, -1.390, 0.112], [-3.629, -0.980, 1.829], [-3.278, 4.699, 1.463], [-3.733, 4.498, -0.150], [-4.387, 3.385, 1.010], [-1.131, 4.365, -0.476], [-0.386, 2.872, -0.102], [-0.667, 4.027, 1.229], [-0.760, -1.230, -1.325], [-1.353, -1.757, -2.227], [-2.517, -1.224, -2.619], [-3.231, -2.013, -3.634], [-2.098, -2.941, -4.130], [-1.119, -3.088, -3.048], [-3.631, -1.466, -4.487], [-3.973, -2.644, -3.145], [-1.615, -2.520, -5.012], [-2.459, -3.921, -4.440], [-0.085, -3.329, -3.295], [-1.363, -3.980, -2.472], [1.041, 1.084, -1.531], [1.553, 2.032, -2.143], [1.974, 3.097, -1.392], [2.605, 4.061, -2.146], [2.234, 3.824, -3.611], [1.797, 2.312, -3.680], [3.681, 3.902, -2.078], [2.398, 5.067, -1.781], [3.075, 4.145, -4.225], [1.359, 4.402, -3.908], [2.509, 1.721, -4.256], [0.891, 2.287, -4.286], [2.529, 0.752, 3.769], [2.159, -0.191, 2.577], [0.956, -1.108, 2.913], [0.392, -1.624, 1.655], [-0.643, -2.615, 1.865], [1.862, 0.746, 1.486], [1.858, 1.583, 3.989], [3.509, 1.181, 3.562], [2.703, 0.180, 4.680], [3.037, -0.692, 2.170], [0.133, -0.670, 3.478], [1.252, -1.923, 3.573], [-1.363, -2.420, 2.659], [-0.060, -3.469, 2.210], [-1.150, -2.842, 0.927], [1.823, 1.600, 2.024], [2.777, 0.849, 1.072], [1.573, -4.078, -0.917], [2.572, -3.099, -0.258], [4.048, -3.387, -0.526], [4.883, -2.531, 0.315], [6.217, -2.341, -0.182], [2.321, -1.731, -0.643], [1.271, -3.688, -1.889], [0.664, -4.267, -0.347], [2.095, -4.982, -1.230], [2.456, -3.228, 0.818], [4.252, -3.287, -1.592], [4.327, -4.413, -0.288], [6.124, -1.889, -1.169], [6.857, -3.213, -0.312], [6.654, -1.565, 0.448], [2.376, -1.564, -1.638], [3.198, -1.346, -0.324]], "spin_multiplicity": 6, "s_squared": 8.765, "homo_energy_ev": [-5.4, -10.4], "homo_lumo_gap_ev": [3.672, 8.724], "charge": 1, "fmax_ev_per_a": 3.1}